Computed, not measured: a molecular structure, C37H50N7O6Si2Ti, with the ωB97M-V functional and the def2-TZVPD basis.

Geometry as XYZ:
```
103
Properties=species:S:1:pos:R:3
Ti 0.215 -0.438 0.459
Si 2.670 0.212 -1.602
Si 3.574 0.244 1.423
O -0.866 -1.421 -0.922
O 0.346 1.393 0.317
O -2.709 -1.930 3.136
O -0.935 2.900 5.775
O -0.853 4.069 3.878
O -0.263 3.343 1.257
N -1.516 -1.519 1.199
N -2.841 -2.538 -0.303
N -2.335 1.161 -0.485
N -0.193 0.557 4.569
N -2.988 1.293 0.783
N 1.130 -2.388 0.628
N 0.301 0.060 2.518
C -3.469 -2.861 0.990
C -1.733 -1.842 -0.082
C 0.315 -1.857 4.140
C -4.823 1.893 2.176
C -0.005 1.407 2.596
C -3.368 -4.365 1.241
C -2.599 -4.915 2.258
C 0.158 -0.439 3.738
C -4.066 -5.209 0.379
C 3.058 -4.239 0.084
C -3.635 3.652 0.857
C 1.776 -4.653 0.453
C 0.006 2.172 1.346
C -4.892 -2.339 1.098
C -3.979 -6.583 0.517
C -5.125 2.016 -0.305
C 5.295 0.253 0.708
C 3.179 1.992 1.941
C 3.641 -0.866 2.916
C -2.517 -6.298 2.399
C 2.337 -1.968 0.235
C 1.228 -0.235 -2.702
C -0.742 2.961 4.591
C -4.145 2.219 0.851
C 2.854 2.056 -1.560
C 2.334 -0.480 0.167
C -7.491 -1.383 1.377
C -5.599 -2.567 2.278
C -6.889 -2.085 2.416
C 4.178 -0.525 -2.409
C -3.198 -7.132 1.529
C -2.538 -2.058 1.953
C -0.312 1.732 3.872
C 3.349 -2.895 -0.031
C -5.493 -1.635 0.063
C 0.833 -3.692 0.718
C -6.795 -1.162 0.201
H -1.924 -6.719 3.201
H 1.950 2.555 -1.213
H -4.110 1.971 2.999
H 3.934 -1.886 2.654
H 5.983 0.535 1.511
H 5.410 0.986 -0.092
H 1.499 -0.015 -3.738
H 4.288 -1.600 -2.267
H 3.686 2.379 -0.931
H 0.322 0.338 -2.484
H -4.955 -1.448 -0.858
H 4.111 2.562 1.986
H -0.610 3.924 2.935
H 0.912 -1.937 5.049
H -0.375 0.493 5.563
H -5.235 0.878 2.168
H -5.133 -3.111 3.090
H 3.064 2.401 -2.577
H -3.078 3.891 -0.053
H -4.719 2.369 -1.256
H 2.526 2.517 1.245
H 0.973 -1.296 -2.648
H -1.918 2.062 -0.700
H -6.042 2.578 -0.120
H 3.827 -4.976 -0.115
H -5.644 2.585 2.367
H -2.984 3.826 1.713
H -7.257 -0.618 -0.612
H 5.617 -0.717 0.325
H -4.705 -4.788 -0.391
H -3.007 0.960 -1.226
H -2.082 -4.278 2.963
H 2.729 2.027 2.936
H -5.400 0.962 -0.406
H 2.692 -0.912 3.448
H -0.671 -2.289 4.318
H -8.503 -1.014 1.485
H -0.172 -3.950 1.031
H 1.520 -5.699 0.540
H -3.317 0.364 1.029
H 4.335 -2.554 -0.311
H 4.073 -0.354 -3.484
H -4.527 -7.227 -0.157
H -3.137 -8.206 1.644
H -7.430 -2.262 3.336
H -3.060 -2.981 -1.180
H 4.391 -0.477 3.611
H -4.472 4.349 0.914
H 0.807 -2.410 3.344
H 5.098 -0.041 -2.083
```

Properties
HOMO energy	-11.4462	eV
electronic energy	-100769.6364	eV
orbital gap	7.80	eV
charge	+1

Atomic partial charges in e from the natural (NBO) method, atoms 1 to 6: atom 1 (Ti): 1.92, atom 2 (Si): 1.71, atom 3 (Si): 1.76, atom 4 (O): -0.69, atom 5 (O): -0.77, atom 6 (O): -0.57



Computed, not measured: a gas-phase ion, C10H12N2Si (charge +2), with the ωB97M-V functional and the def2-TZVPD basis.

Geometry as XYZ:
```
25
Properties=species:S:1:pos:R:3
Si -0.108 1.724 -0.615
N -1.606 0.523 0.394
N 1.537 0.878 -0.740
C 2.816 -0.568 -2.082
C -2.989 -1.494 0.338
C -3.596 -1.282 1.613
C 3.677 -0.752 -1.014
C -2.066 -0.587 -0.207
C 2.306 0.641 0.326
C 3.407 -0.135 0.231
C -3.033 -0.118 2.269
C 1.841 0.330 -1.983
C -2.051 0.691 1.701
H -0.803 1.715 -1.960
H 1.334 0.617 -2.854
H 1.859 0.991 1.245
H -1.646 -0.740 -1.242
H 4.030 -0.378 1.125
H -0.095 2.767 0.471
H -1.770 1.653 2.155
H -3.263 -2.318 -0.277
H 4.633 -1.446 -1.128
H -3.484 0.349 3.167
H -4.175 -2.080 2.005
H 3.241 -0.979 -2.938
```

Properties
HOMO energy	-17.1533	eV
electronic energy	-21405.0154	eV
SMILES string	c1cc[n+]([SiH2][n+]2ccccc2)cc1
orbital gap	8.78	eV
ΔE to the lowest compared entry with this formula, charge and spin	0.0	kJ/mol
charge	+2

Atomic partial charges in e from the natural (NBO) method, atoms 1 to 6: atom 1 (Si): 1.42, atom 2 (N): -0.56, atom 3 (N): -0.65, atom 4 (C): -0.24, atom 5 (C): -0.22, atom 6 (C): -0.04



Computed, not measured: C5H10N2O in the gas phase, with the ωB97M-V functional and the def2-TZVPD basis.

Geometry as XYZ:
```
18
Properties=species:S:1:pos:R:3
O -1.998 0.321 0.260
N -1.950 -0.906 0.733
N -0.808 0.650 -0.445
C 0.680 -1.173 -1.343
C -0.843 -1.437 0.533
C -0.517 2.039 -0.223
C 1.100 -0.032 1.029
C 0.135 -0.456 -0.085
H -1.400 2.543 -0.612
H 1.505 -0.530 -1.764
H 1.870 0.600 0.711
H -0.170 -1.185 -2.024
H -0.393 2.377 0.880
H 0.479 2.239 -0.662
H 0.474 0.619 1.761
H -0.749 -2.521 0.803
H 0.985 -2.243 -1.050
H 1.600 -0.905 1.496
```

Properties
HOMO energy	-8.2623	eV
electronic energy	-10370.8538	eV
SMILES string	CN1ON=CC1(C)C
orbital gap	9.11	eV
ΔE to the lowest compared entry with this formula, charge and spin	429.5	kJ/mol

Atomic partial charges in e from the natural (NBO) method, atoms 1 to 6: atom 1 (O): -0.23, atom 2 (N): -0.07, atom 3 (N): -0.19, atom 4 (C): -0.61, atom 5 (C): -0.03, atom 6 (C): -0.43



Computed, not measured: a molecular structure, C2F18O10P2PdS3, with the ωB97M-V functional and the def2-TZVPD basis.

Geometry as XYZ:
```
36
Properties=species:S:1:pos:R:3
Pd 0.649 0.123 0.442
S 1.683 -0.526 3.636
S -2.309 0.132 2.363
S -1.666 -0.129 -2.189
P 2.355 -2.320 -0.975
P 1.487 3.209 -0.414
F 0.566 4.520 -0.441
F -4.109 -0.235 0.419
F 2.138 3.629 1.019
F -0.381 -1.359 -4.314
F 0.729 2.789 -1.785
F 2.653 3.937 -1.271
F -3.701 -1.994 1.620
F -0.069 0.777 -4.165
F 3.612 -2.522 -1.976
F 0.437 2.348 0.510
F 3.262 -1.698 0.172
F 2.424 1.846 -0.482
F -1.970 -0.006 -4.840
F 1.280 -3.007 -2.032
F -5.001 -0.320 2.393
F 2.096 -0.857 -1.614
F 2.640 -3.792 -0.393
F 1.017 -2.126 -0.036
O 0.966 0.390 4.527
O 1.671 -0.046 2.220
O -1.280 -0.080 1.348
O -2.109 -0.525 3.636
O -2.600 0.981 -2.158
O 3.027 -0.808 4.138
O -0.558 0.127 -1.262
O -2.627 1.534 2.511
O 0.814 -1.702 3.683
O -2.247 -1.443 -1.981
C -3.913 -0.659 1.665
C -0.964 -0.187 -3.974
```

Properties
HOMO energy (spin up / spin down)	4.1294 / 4.1435	eV
2S+1	3
electronic energy	-126033.4216	eV
orbital gap (spin up / spin down)	4.24 / 4.22	eV
charge	-4

Atomic partial charges in e from the natural (NBO) method, atoms 1 to 6: atom 1 (Pd): 1.53, atom 2 (S): 2.60, atom 3 (S): 2.35, atom 4 (S): 2.34, atom 5 (P): 2.60, atom 6 (P): 2.60



The records above yield maximum force values of 0.023, 0.093, 0.048, 0.091 Eh/bohr, respectively.